Formula: C4H5N2S2
Source: OMol25
Level of theory: wB97M-V/def2-TZVPD

```
13
Properties=species:S:1:pos:R:3:nbo_charge:R:1
C -0.69813 -1.30771 -0.07331 0.166
C -1.91433 1.12602 0.04829 0.264
C 0.58424 0.93898 0.49229 -0.238
C 1.32236 -0.02399 -0.37284 -0.196
N -0.84531 0.58003 0.17619 -0.505
N 0.61830 -1.39514 -0.15047 -0.579
S -3.42993 1.47506 -0.19204 0.324
S -2.02699 -2.02386 0.13947 0.347
H 0.88824 0.74683 1.49972 0.243
H 0.90766 2.04513 0.43656 0.274
H 1.32509 0.18030 -1.35107 0.213
H 2.33456 -0.15198 -0.01767 0.242
H 0.93425 -2.18965 -0.63512 0.444
```

Values from the calculation:
multiplicity = 1
HOMO energy = -0.52211 Eh
net charge = +1
gap between HOMO and LUMO = 8.705 eV
energy relative to the best compared isomer or geometry (same formula, charge and spin) = 14.5 kcal per mole
maximum force = 4.28 eV Å⁻¹
LUMO = -5.50 eV